# 1
Molecular formula: C4H4N4
Method: DFT, wB97M-V/def2-TZVPD

```
12
Properties=species:S:1:pos:R:3:forces:R:3:lowdin_charge:R:1
C 0.229 -1.260 -1.157 -4.518 -5.498 -1.781 -0.18
C -0.222 -0.081 -0.644 -0.674 6.122 3.696 -0.19
C -1.177 0.880 -0.330 -4.434 -2.072 -4.373 -0.10
C 0.693 0.333 0.447 0.027 -3.254 -0.849 -0.27
H 2.111 -1.564 1.346 -2.165 4.398 -3.029 0.29
H -0.553 -2.224 -1.619 2.794 3.415 0.776 0.19
H -2.266 0.737 -0.809 2.471 1.412 1.310 0.16
H -0.940 2.705 0.738 -0.868 -1.752 0.100 0.19
N 1.553 -0.786 0.458 3.335 -2.358 5.347 -0.02
N 1.122 -1.710 -0.363 1.778 -1.988 -1.336 -0.05
N -0.841 1.656 0.719 -2.366 2.636 -1.373 -0.07
N 0.292 1.314 1.214 4.620 -1.063 1.512 0.04
```
Forces are in eV/Å.

The calculated total energy comes out at -10167.5183 eV. The molecular weight comes out at 108.104 g mol⁻¹. The value obtained for the largest force on an atom is 0.143 Eh/bohr. The HOMO-LUMO gap is 9.207 eV. The calculation puts the relative energy (zero: lowest compared OMol25 entry of this formula, charge and spin) at 513.3 kJ/mol.


# 2
Molecular formula: C11H23ClNO4P
Method: DFT, wB97M-V/def2-TZVPD

```
41
Properties=species:S:1:pos:R:3:forces:R:3:lowdin_charge:R:1
O -0.093 0.819 -0.628 -1.282 -1.305 -0.088 0.01
O -2.659 0.877 2.474 0.938 0.031 -0.781 -0.30
Cl 2.095 -2.800 -3.333 -0.079 0.540 0.470 0.51
O -3.358 1.720 0.146 1.703 -3.552 1.432 -0.19
O -2.664 -1.006 0.673 1.084 2.584 0.236 -0.25
C -0.435 0.995 0.524 2.220 3.029 -1.433 -0.37
N 0.502 1.837 1.237 -3.131 -2.175 2.027 0.03
C -4.903 0.376 -1.190 2.173 -1.247 1.685 -0.07
C -0.807 -2.628 1.088 0.212 -0.150 1.321 -0.07
C 2.073 -1.264 -2.399 0.770 2.804 -0.799 -0.58
C -4.624 0.975 0.183 -2.442 1.251 -1.559 -0.31
C -2.077 -1.999 1.605 0.904 1.390 -0.848 -0.27
C 1.806 2.258 0.804 -0.112 0.200 0.094 -0.23
C 3.558 -0.665 -2.187 -2.125 -2.611 0.790 -0.24
C 2.989 1.388 1.143 -0.397 -0.726 -0.210 -0.16
C 3.614 0.395 -1.154 -0.595 2.213 0.030 -0.25
C 3.077 0.142 0.213 -0.686 -0.114 1.662 -0.21
P -2.346 0.687 1.037 -0.714 -1.254 1.424 0.76
H 0.451 1.760 2.246 -0.405 0.206 -0.024 0.12
H -4.899 1.135 -1.911 0.181 0.904 -1.188 0.06
H -5.848 -0.040 -1.105 -2.077 -0.841 -0.154 0.05
H -4.216 -0.466 -1.407 -0.161 0.650 -0.153 0.09
H 0.044 -1.941 1.099 -0.093 -0.083 -0.328 0.06
H -0.564 -3.453 1.818 -0.142 0.634 -0.883 0.10
H -1.026 -3.033 0.116 0.382 -0.222 -0.475 0.08
H 1.599 -1.348 -1.424 -0.190 -0.611 -0.320 0.03
H 1.472 -0.447 -2.999 1.031 -1.846 1.077 0.11
H -4.851 0.289 1.005 1.151 -0.011 0.014 0.11
H -5.468 1.692 0.288 0.956 0.319 0.257 0.13
H -1.976 -1.599 2.584 0.287 0.897 0.766 0.09
H -2.735 -2.791 1.747 -1.918 -1.108 -0.328 0.09
H 1.982 3.227 1.269 -0.208 0.209 -0.060 0.12
H 1.756 2.396 -0.252 -0.003 0.221 -0.850 0.10
H 3.898 -0.425 -3.160 0.664 0.656 -0.774 0.09
H 4.203 -1.433 -1.765 -0.031 -0.676 -0.446 0.10
H 3.798 2.024 0.936 1.558 0.855 -0.488 0.09
H 3.100 1.260 2.246 -0.452 -0.649 -0.747 0.13
H 4.630 0.626 -0.922 1.039 0.603 -0.597 0.11
H 3.094 1.289 -1.493 0.229 0.387 -0.400 0.12
H 2.088 -0.265 0.162 -0.615 -0.471 0.139 0.07
H 3.719 -0.563 0.689 0.373 -0.931 0.510 0.11
```
Forces are in eV/Å.

The calculated total energy comes out at -43270.9630 eV. The molecular weight comes out at 299.735 g mol⁻¹. The value obtained for the largest force on an atom is 0.084 Eh/bohr. The HOMO-LUMO gap is 10.151 eV.


# 3
Molecular formula: C2H6FNa2OS
Method: DFT, wB97M-V/def2-TZVPD

```
13
Properties=species:S:1:pos:R:3:forces:R:3:lowdin_charge:R:1
Na -0.226 3.056 -1.639 0.780 -0.736 -0.283 0.72
Na 1.690 2.543 0.856 0.100 -0.614 -0.825 0.75
F 2.026 2.086 -1.743 -1.429 0.678 1.403 -0.64
C -1.602 -1.181 0.724 -0.139 0.251 -0.277 -0.22
S -0.702 -0.021 -0.385 0.888 -1.243 1.020 0.91
O -0.544 1.306 0.344 -0.006 0.658 -0.041 -0.62
C 0.938 -0.777 -0.210 -0.019 0.111 -1.204 -0.24
H -2.451 -0.615 1.102 0.105 -0.030 0.259 0.06
H -0.958 -1.598 1.494 0.043 0.490 0.221 0.06
H -2.003 -2.046 0.192 0.129 0.278 -0.492 0.07
H 1.302 -1.026 0.785 -0.564 0.245 0.266 0.07
H 1.589 -0.043 -0.700 0.088 -0.092 -0.051 0.03
H 0.941 -1.683 -0.819 0.024 0.006 0.003 0.07
```
Forces are in eV/Å.

The calculated total energy comes out at -26599.7561 eV. The molecular weight comes out at 143.114 g mol⁻¹. The value obtained for the largest force on an atom is 0.041 Eh/bohr. As for the total charge: +1. The HOMO-LUMO gap is 9.112 eV.


# 4
Molecular formula: C41H34N6O5PRbS2
Method: DFT, wB97M-V/def2-TZVPD

```
90
Properties=species:S:1:pos:R:3:forces:R:3:lowdin_charge:R:1
Rb 0.651 0.573 0.045 0.675 1.446 -0.466 0.96
O -1.661 -0.072 -1.289 -0.295 -0.057 -0.195 0.10
C -2.175 -0.614 -0.408 -0.606 -0.523 0.619 -0.16
C -2.885 -1.319 0.528 0.278 0.378 -0.560 -0.21
C -4.052 -2.001 0.036 -0.112 -0.107 0.120 -0.04
C -4.815 -2.735 0.902 0.047 0.023 -0.013 -0.11
C -4.479 -2.832 2.264 0.032 0.032 -0.050 -0.10
C -3.347 -2.164 2.734 0.022 -0.036 0.051 -0.10
C -2.532 -1.403 1.921 0.051 0.019 0.126 -0.31
P -1.048 -0.460 2.473 -0.522 -0.207 0.283 1.09
C -1.775 0.773 3.618 -0.050 -0.037 -0.051 -0.36
C -0.914 1.435 4.495 0.056 0.079 0.003 -0.10
C -1.376 2.475 5.284 -0.023 -0.025 -0.018 -0.07
C -2.703 2.882 5.200 0.004 -0.037 -0.029 -0.10
C -3.561 2.243 4.317 0.047 -0.024 0.000 -0.10
C -3.098 1.193 3.530 -0.023 -0.021 0.075 -0.08
C -0.262 -1.644 3.641 -0.027 0.035 -0.016 -0.33
C -0.641 -1.789 4.975 0.010 0.042 0.061 -0.10
C -0.006 -2.711 5.796 0.035 -0.007 -0.067 -0.10
C 1.020 -3.500 5.290 -0.009 0.001 0.014 -0.11
C 1.413 -3.357 3.966 -0.081 0.068 0.001 -0.08
C 0.781 -2.427 3.149 0.020 -0.092 0.009 -0.08
H -4.306 -1.934 -1.014 -0.001 0.007 0.007 0.11
H -5.688 -3.251 0.520 -0.008 -0.002 0.008 0.09
H -5.088 -3.418 2.939 0.003 0.000 -0.008 0.08
H -3.090 -2.242 3.785 0.004 0.005 -0.012 0.10
H 0.136 1.165 4.526 -0.042 -0.011 0.013 0.11
H -0.685 2.993 5.937 0.003 0.002 0.002 0.10
H -3.058 3.709 5.803 0.000 -0.001 -0.002 0.09
H -4.591 2.566 4.228 -0.002 -0.003 0.002 0.09
H -3.778 0.707 2.841 0.015 -0.016 -0.004 0.10
H -1.420 -1.155 5.384 -0.003 -0.039 -0.024 0.10
H -0.309 -2.806 6.832 0.007 -0.011 0.000 0.09
H 1.518 -4.218 5.930 0.004 -0.005 0.006 0.09
H 2.214 -3.962 3.558 -0.002 0.006 0.014 0.10
H 1.089 -2.323 2.116 -0.022 0.011 0.006 0.07
N 2.872 0.576 2.281 -0.091 0.060 -0.028 -0.03
N 2.645 1.684 3.136 0.173 -0.057 0.052 -0.06
C 1.613 2.621 2.735 -0.152 -0.130 -0.072 -0.80
O 1.827 3.787 3.106 -0.079 -0.039 0.066 -0.06
O 0.645 2.123 2.115 0.203 0.577 0.401 -0.26
H 3.299 -0.172 2.809 -0.052 -0.041 0.023 0.06
H 3.488 0.820 1.509 0.072 -0.010 0.016 0.07
H 3.480 2.215 3.346 0.033 0.007 -0.018 0.10
O 2.332 -3.364 -0.238 0.015 -0.049 0.036 -0.32
S 1.354 -2.504 -0.881 -0.131 -0.458 0.344 0.52
O 0.239 -2.070 -0.043 0.119 -0.723 -0.139 -0.46
N 1.902 -1.240 -1.559 0.752 0.184 -0.487 -0.23
C 3.055 -1.161 -2.307 -0.365 0.156 0.220 -0.26
C 3.778 -2.209 -2.836 0.187 -0.120 -0.136 -0.03
C 4.902 -1.983 -3.662 -0.138 -0.127 0.103 -0.10
C 5.320 -0.724 -3.975 -0.053 0.159 0.050 -0.08
C 4.619 0.387 -3.433 0.160 0.009 -0.106 -0.17
C 4.981 1.727 -3.709 0.066 -0.070 -0.058 -0.04
C 4.277 2.751 -3.156 -0.090 0.055 0.073 -0.06
C 3.204 2.441 -2.286 0.027 0.019 -0.026 -0.13
N 2.843 1.219 -2.002 0.153 -0.284 -0.211 0.09
C 3.515 0.182 -2.584 -0.202 0.133 0.154 -0.15
C 0.611 -3.496 -2.152 -0.135 -0.117 -0.200 -0.26
C -0.361 -2.908 -2.956 0.029 -0.070 -0.039 -0.04
C -0.948 -3.648 -3.969 0.013 0.003 0.014 -0.08
C -0.563 -4.968 -4.181 -0.003 0.018 0.002 -0.10
C 0.412 -5.544 -3.381 0.033 -0.009 0.021 -0.09
C 1.007 -4.808 -2.361 -0.125 0.072 -0.042 -0.07
H 3.477 -3.224 -2.615 0.017 -0.002 -0.008 0.09
H 5.432 -2.840 -4.062 -0.007 -0.008 0.002 0.09
H 6.172 -0.555 -4.623 -0.003 0.020 0.003 0.10
H 5.818 1.918 -4.372 0.002 -0.004 0.000 0.11
H 4.521 3.785 -3.363 -0.007 0.001 0.009 0.10
H 2.626 3.233 -1.820 0.003 0.003 -0.008 0.11
H -0.638 -1.874 -2.790 0.013 -0.021 0.020 0.11
H -1.703 -3.193 -4.598 0.005 -0.009 0.002 0.10
H -1.021 -5.544 -4.976 0.001 -0.004 0.002 0.09
H 0.715 -6.571 -3.549 -0.001 0.004 -0.002 0.09
H 1.768 -5.233 -1.721 0.002 0.003 0.005 0.11
N -3.301 6.812 -3.406 -0.086 -0.048 -0.104 -0.01
C -2.888 5.670 -4.125 -0.094 0.145 -0.162 -0.86
S -3.364 5.562 -5.771 0.105 -0.003 0.310 0.35
C -2.133 4.716 -3.407 0.142 -0.253 0.107 -0.29
C -1.831 4.832 -2.015 -0.037 0.037 -0.068 -0.05
C -1.053 3.887 -1.380 0.024 -0.111 -0.083 -0.18
N -0.527 2.802 -1.972 -0.060 0.116 -0.060 -0.01
C -0.827 2.676 -3.286 0.131 -0.125 0.137 -0.19
C -1.586 3.550 -4.017 -0.088 0.146 -0.019 -0.07
H -3.595 7.535 -4.045 -0.002 0.021 0.012 0.03
H -2.630 7.147 -2.729 0.048 0.009 -0.010 0.05
H -2.233 5.636 -1.414 -0.020 0.030 -0.014 0.08
H -0.838 3.993 -0.319 0.001 0.004 -0.011 0.10
H -0.413 1.795 -3.772 0.005 0.010 0.018 0.09
H -1.773 3.374 -5.068 0.002 -0.003 0.006 0.06
```
Forces are in eV/Å.

The calculated total energy comes out at -93862.7704 eV. The molecular weight comes out at 871.336 g mol⁻¹. The value obtained for the largest force on an atom is 0.032 Eh/bohr. As for the total charge: -2. The HOMO-LUMO gap (alpha / beta) is 5.898 / 4.042 eV. The calculation puts the relative energy (zero: lowest compared OMol25 entry of this formula, charge and spin) at 114.1 kJ/mol.


The lowest molecular weight belongs to which entry?
C4H4N4


Among the records above, which one has the highest calculated total energy?
C4H4N4


What is the formula in the third record?
C2H6FNa2OS